#P
Density functional theory data (ωB97M-V with the def2-TZVPD basis set) for a cluster of 16 separate species, H32O16 in total.

Bonds (Å) are listed after each position.
Positions of all 48 atoms, in Å:
1 O 15.955 21.424 -0.701  H2 0.990, H3 0.934
2 H 15.500 21.635 0.153  O1 0.990
3 H 15.330 20.882 -1.136  O1 0.934
4 O 14.319 23.339 5.887  H5 0.985, H6 0.926
5 H 15.185 23.804 5.820  O4 0.985
6 H 14.044 23.349 5.002  O4 0.926
7 O 18.731 23.248 5.703  H8 0.945, H9 0.990
8 H 17.978 23.818 5.710  O7 0.945
9 H 18.593 22.668 4.913  O7 0.990
10 O 16.588 24.879 5.952  H11 0.943, H12 0.964
11 H 16.739 25.329 6.767  O10 0.943
12 H 16.604 25.582 5.293  O10 0.964
13 O 14.726 25.452 2.953  H14 0.977, H15 0.922
14 H 14.829 24.541 3.292  O13 0.977
15 H 14.237 25.850 3.625  O13 0.922
16 O 18.422 21.985 0.884  H17 0.920, H18 0.937
17 H 18.589 22.046 1.787  O16 0.920
18 H 18.951 21.231 0.713  O16 0.937
19 O 20.356 23.838 2.979  H20 0.963, H21 0.946
20 H 20.692 24.732 2.850  O19 0.963
21 H 19.430 24.028 2.957  O19 0.946
22 O 16.441 21.533 6.563  H23 0.955, H24 0.939
23 H 15.709 21.868 6.049  O22 0.955
24 H 16.392 20.609 6.400  O22 0.939
25 O 17.851 24.940 3.080  H26 0.955, H27 0.960
26 H 17.332 24.847 2.284  O25 0.955
27 H 17.537 25.800 3.369  O25 0.960
28 O 16.637 24.073 0.681  H29 0.948, H30 0.928
29 H 15.730 24.256 0.475  O28 0.948
30 H 16.788 23.157 0.686  O28 0.928
31 O 14.605 22.164 1.475  H32 0.978, H33 0.982
32 H 14.261 21.271 1.677  O31 0.978
33 H 13.851 22.610 1.032  O31 0.982
34 O 16.306 19.950 2.743  H35 0.955, H36 0.952
35 H 16.913 19.376 3.207  O34 0.955
36 H 15.734 20.192 3.465  O34 0.952
37 O 14.185 20.576 4.284  H38 0.957, H39 0.958
38 H 13.705 21.404 4.269  O37 0.957
39 H 13.847 20.058 5.016  O37 0.958
40 O 15.934 23.131 3.653  H41 0.953, H42 0.956
41 H 15.584 22.894 2.799  O40 0.953
42 H 16.715 23.625 3.409  O40 0.956
43 O 12.762 23.069 3.760  H44 0.975, H45 0.965
44 H 12.094 23.267 4.442  O43 0.975
45 H 12.302 22.312 3.379  O43 0.965
46 O 18.566 21.684 3.603  H47 0.969, H48 0.914
47 H 19.119 21.123 3.039  O46 0.969
48 H 17.735 21.354 3.408  O46 0.914

Results
LUMO ... -0.64 eV
Net charge ... 0

---

#Q
Density functional theory data (ωB97M-V with the def2-TZVPD basis set) for a cluster of 16 separate species, H32O16 in total.

Bonds (Å) are listed after each position.
Positions of all 48 atoms, in Å:
1 O -2.008 -0.737 1.241  H2 0.960, H3 0.975
2 H -2.408 -1.258 0.541  O1 0.960
3 H -2.600 0.037 1.229  O1 0.975
4 O 0.600 2.099 1.833  H5 0.958, H6 0.948
5 H 0.285 1.396 2.403  O4 0.958
6 H 0.746 1.637 1.018  O4 0.948
7 O 0.232 0.172 -0.044  H8 0.946, H9 0.990
8 H -0.264 0.830 -0.509  O7 0.946
9 H -0.410 -0.417 0.426  O7 0.990
10 O -0.165 -0.426 -2.989  H11 0.958, H12 1.002
11 H -0.669 0.281 -2.585  O10 0.958
12 H -0.618 -1.301 -2.807  O10 1.002
13 O -2.803 -0.893 -1.486  H14 0.973, H15 0.964
14 H -3.739 -1.157 -1.458  O13 0.973
15 H -2.160 -1.607 -1.565  O13 0.964
16 O -2.290 -2.538 3.109  H17 0.961, H18 0.931
17 H -2.048 -1.898 2.434  O16 0.961
18 H -2.483 -2.122 3.919  O16 0.931
19 O 1.611 -1.937 -0.830  H20 0.928, H21 0.926
20 H 1.923 -1.964 -1.704  O19 0.928
21 H 1.252 -1.113 -0.609  O19 0.926
22 O 0.282 0.081 3.693  H23 0.939, H24 0.972
23 H -0.614 -0.054 3.938  O22 0.939
24 H 0.536 -0.698 3.171  O22 0.972
25 O 3.064 0.934 0.094  H26 0.943, H27 0.978
26 H 2.456 0.683 -0.582  O25 0.943
27 H 2.748 0.405 0.853  O25 0.978
28 O -1.116 1.932 -2.390  H29 0.963, H30 0.963
29 H -1.995 2.206 -2.108  O28 0.963
30 H -0.823 2.578 -3.041  O28 0.963
31 O 2.632 -0.973 2.007  H32 0.959, H33 0.959
32 H 1.815 -1.429 1.798  O31 0.959
33 H 3.354 -1.420 1.561  O31 0.959
34 O -0.714 4.254 -0.147  H35 0.982, H36 0.925
35 H -0.887 3.384 0.275  O34 0.982
36 H -0.440 4.690 0.622  O34 0.925
37 O -0.894 -2.763 -1.767  H38 0.939, H39 0.943
38 H -0.040 -2.541 -1.445  O37 0.939
39 H -0.789 -3.428 -2.427  O37 0.943
40 O 1.843 1.211 -2.787  H41 0.942, H42 0.979
41 H 1.784 1.741 -3.563  O40 0.942
42 H 0.943 0.843 -2.672  O40 0.979
43 O 0.489 -2.577 2.131  H44 0.990, H45 0.958
44 H 0.317 -2.675 3.101  O43 0.990
45 H -0.082 -3.095 1.563  O43 0.958
46 O 1.665 3.266 -0.890  H47 0.977, H48 0.985
47 H 0.886 3.838 -1.031  O46 0.977
48 H 1.577 2.501 -1.505  O46 0.985

Results
LUMO ... -0.52 eV
Net charge ... 0

---

Decreasing stability: #Q, #P